# C28H39N6O2SW

A structure of composition C28H39N6O2SW (ωB97M-V with the def2-TZVPD basis set, OMol25).

Properties
* DFT total energy: -55344.705 eV
* largest force on an atom: 0.64 eV/A
* multiplicity: 3
* total charge: +3
* energy relative to the best compared isomer or geometry (same formula, charge and spin): 7.5 kcal/mol
* lowest unoccupied orbital energy (alpha / beta): -8.7 / -9.7 eV
* frontier orbital gap (alpha / beta): 8.2 / 7.1 eV
* <S²>: 2.023

Geometry (Å):
W1 0.648 -0.313 -0.283
C1 2.932 -0.915 0.156
C2 2.164 -2.037 0.579
C3 1.372 -1.618 1.687
C4 1.541 -0.203 1.867
C5 2.509 0.242 0.912
C6 3.237 1.552 0.962
C7 1.074 0.559 3.071
C8 0.656 -2.513 2.637
C9 2.345 -3.436 0.084
C10 4.106 -1.015 -0.756
H1 3.632 1.837 -0.011
H2 4.084 1.463 1.645
H3 2.610 2.361 1.338
H4 0.048 0.325 3.354
H5 1.179 1.637 2.958
H6 1.703 0.287 3.922
H7 0.403 -3.477 2.203
H8 -0.231 -2.056 3.072
H9 1.345 -2.711 3.465
H10 1.485 -4.066 0.305
H11 3.208 -3.887 0.577
H12 2.531 -3.463 -0.989
H13 4.846 -1.658 -0.272
H14 4.567 -0.048 -0.938
H15 3.862 -1.470 -1.716
C11 -1.988 -2.611 -3.020
C12 -1.418 -1.309 -2.568
O1 -0.345 -1.269 -1.903
N1 -2.021 -0.194 -2.943
C13 -1.359 1.107 -2.902
C14 -1.439 1.853 -1.594
C15 -2.242 2.983 -1.535
C16 -2.299 3.754 -0.387
C17 -1.525 3.369 0.696
C18 -0.760 2.228 0.582
N2 -0.701 1.452 -0.526
H16 -1.814 -3.386 -2.281
H17 -1.467 -2.901 -3.937
H18 -3.050 -2.539 -3.243
H19 -2.893 -0.277 -3.444
H20 -1.810 1.720 -3.679
H21 -0.316 0.951 -3.171
H22 -2.817 3.263 -2.407
H23 -2.926 4.635 -0.342
H24 -1.516 3.932 1.619
H25 -0.157 1.903 1.418
C19 3.638 2.069 -4.438
N3 2.998 2.748 -3.325
C20 3.092 4.211 -3.202
C21 2.358 4.502 -1.883
N4 1.754 3.195 -1.578
C22 2.241 2.237 -2.376
S1 1.921 0.542 -2.286
H26 3.164 2.368 -5.374
H27 3.559 0.993 -4.316
H28 4.690 2.352 -4.464
H29 2.615 4.683 -4.063
H30 4.140 4.508 -3.180
H31 1.587 5.260 -1.997
H32 3.040 4.803 -1.087
H33 1.375 2.973 -0.676
N5 -4.996 -4.261 2.372
C23 -4.134 -3.387 2.914
O2 -3.997 -3.152 4.093
C24 -3.190 -2.652 1.981
C25 -2.996 -1.290 2.190
C26 -1.992 -0.638 1.510
N6 -1.161 -1.260 0.650
C27 -1.365 -2.572 0.441
C28 -2.367 -3.291 1.062
H34 -5.613 -4.768 2.990
H35 -5.132 -4.346 1.381
H36 -3.598 -0.755 2.913
H37 -1.831 0.417 1.673
H38 -0.664 -3.062 -0.221
H39 -2.454 -4.353 0.871

What are the Mulliken partial charges on each atom? They are as follows, in elementary charge units: number 1, W, carries 1.86; number 2, C, carries 0.16; number 3, C, carries 0.35; number 4, C, carries 0.49; number 5, C, carries 0.77; number 6, C, carries 1.50; number 7, C, carries -1.64; number 8, C, carries -1.51; number 9, C, carries -1.50; number 10, C, carries -1.84; number 11, C, carries -1.42; number 12, H, carries 0.34; number 13, H, carries 0.36; number 14, H, carries 0.36; number 15, H, carries 0.39; number 16, H, carries 0.57; number 17, H, carries 0.34; number 18, H, carries 0.40; number 19, H, carries 0.34; number 20, H, carries 0.42; number 21, H, carries 0.42; number 22, H, carries 0.39; number 23, H, carries 0.39; number 24, H, carries 0.41; number 25, H, carries 0.34; number 26, H, carries 0.45; number 27, C, carries -1.37; number 28, C, carries 0.60; number 29, O, carries -0.52; number 30, N, carries 0.00; number 31, C, carries -1.47; number 32, C, carries 0.96; number 33, C, carries -0.80; number 34, C, carries -0.90; number 35, C, carries -0.95; number 36, C, carries -0.57; number 37, N, carries 0.05; number 38, H, carries 0.29; number 39, H, carries 0.34; number 40, H, carries 0.46; number 41, H, carries 0.31; number 42, H, carries 0.73; number 43, H, carries -0.08; number 44, H, carries 0.56; number 45, H, carries 0.49; number 46, H, carries 0.57; number 47, H, carries 0.51; number 48, C, carries -0.83; number 49, N, carries 0.09; number 50, C, carries -0.64; number 51, C, carries -0.60; number 52, N, carries 0.31; number 53, C, carries 0.67; number 54, S, carries -0.68; number 55, H, carries 0.34; number 56, H, carries 0.33; number 57, H, carries 0.33; number 58, H, carries 0.37; number 59, H, carries 0.40; number 60, H, carries 0.35; number 61, H, carries 0.30; number 62, H, carries 0.00; number 63, N, carries -0.33; number 64, C, carries -0.05; number 65, O, carries -0.54; number 66, C, carries 0.44; number 67, C, carries -1.00; number 68, C, carries -0.32; number 69, N, carries 0.29; number 70, C, carries -0.54; number 71, C, carries -1.04; number 72, H, carries 0.27; number 73, H, carries 0.20; number 74, H, carries 0.57; number 75, H, carries 0.37; number 76, H, carries 0.99; number 77, H, carries 0.58

# C18H49N3O7

A cluster of 5 separate species, C18H49N3O7 in total in a non-equilibrium geometry (ωB97M-V with the def2-TZVPD basis set, OMol25).

Properties
* DFT total energy: -38256.494 eV
* structure (SMILES): COC[C@H](C)N.COCCNCCOC.COCCNCCOC.CO.CO
* largest force on an atom: 3.65 eV/A
* energy relative to the best compared isomer or geometry (same formula, charge and spin): 64.6 kcal/mol
* lowest unoccupied orbital energy: 0.4 eV
* frontier orbital gap: 8.9 eV

Geometry (Å):
C1 -4.115 0.294 -0.183
O1 -3.294 0.072 0.947
C2 -2.565 -1.205 1.017
C3 -1.543 -0.984 2.095
C4 -0.506 0.092 1.810
N1 -0.753 -2.189 2.280
H1 -4.632 -0.623 -0.464
H2 -3.596 0.694 -1.054
H3 -4.914 0.985 0.088
H4 -3.223 -1.977 1.414
H5 -2.094 -1.522 0.087
H6 -2.008 -0.619 3.011
H7 -0.932 1.062 1.554
H8 0.076 -0.188 0.932
H9 0.238 0.331 2.570
H10 -1.306 -2.780 2.883
H11 0.036 -2.003 2.882
C5 4.632 4.739 -4.311
O2 3.202 4.808 -4.547
C6 2.756 6.076 -4.869
C7 1.183 6.052 -5.283
N2 0.277 5.335 -4.328
C8 0.438 5.562 -2.838
C9 -0.525 4.696 -1.948
O3 -0.066 3.420 -2.199
C10 -0.317 2.410 -1.220
H12 4.953 3.738 -4.023
H13 4.973 5.464 -3.572
H14 5.189 5.039 -5.199
H15 3.459 6.704 -5.417
H16 2.695 6.642 -3.940
H17 1.009 5.571 -6.245
H18 0.764 7.054 -5.376
H19 0.596 4.377 -4.294
H20 0.123 6.587 -2.645
H21 1.439 5.476 -2.416
H22 -1.539 4.861 -2.310
H23 -0.450 4.909 -0.882
H24 0.496 2.243 -0.513
H25 -0.307 1.406 -1.645
H26 -1.181 2.560 -0.572
C11 -0.458 -7.243 -0.335
O4 -0.473 -5.972 -0.809
C12 0.330 -5.020 -0.017
C13 0.470 -3.591 -0.716
N3 1.082 -2.582 0.066
C14 2.438 -2.863 0.600
C15 2.991 -1.838 1.545
O5 2.232 -1.858 2.761
C16 2.274 -3.117 3.430
H27 0.543 -7.628 -0.527
H28 -1.053 -7.909 -0.959
H29 -0.742 -7.317 0.715
H30 1.358 -5.351 0.123
H31 -0.117 -4.823 0.958
H32 -0.547 -3.270 -0.939
H33 1.030 -3.912 -1.595
H34 0.528 -2.502 0.907
H35 3.011 -2.989 -0.319
H36 2.525 -3.826 1.103
H37 2.950 -0.805 1.199
H38 4.038 -2.035 1.772
H39 1.390 -3.692 3.153
H40 2.297 -3.157 4.519
H41 3.057 -3.804 3.110
C17 -1.885 -5.341 3.571
O6 -1.749 -4.078 4.233
H42 -1.011 -5.992 3.563
H43 -2.600 -5.914 4.162
H44 -2.280 -5.325 2.555
H45 -2.405 -4.115 4.934
C18 -2.835 3.692 2.300
O7 -3.341 4.514 3.342
H46 -1.752 3.811 2.304
H47 -3.000 2.688 2.691
H48 -3.143 3.923 1.280
H49 -3.824 4.071 4.044

What are the Mulliken partial charges on each atom? They are as follows, in elementary charge units: number 1, C, carries -0.87; number 2, O, carries -0.23; number 3, C, carries -0.80; number 4, C, carries 0.52; number 5, C, carries -1.17; number 6, N, carries -0.41; number 7, H, carries 0.35; number 8, H, carries 0.28; number 9, H, carries 0.27; number 10, H, carries 0.37; number 11, H, carries 0.36; number 12, H, carries 0.30; number 13, H, carries 0.09; number 14, H, carries 0.18; number 15, H, carries 0.48; number 16, H, carries 0.14; number 17, H, carries 0.16; number 18, C, carries -0.80; number 19, O, carries -0.28; number 20, C, carries -0.50; number 21, C, carries -0.75; number 22, N, carries -0.38; number 23, C, carries -0.69; number 24, C, carries -0.48; number 25, O, carries -0.35; number 26, C, carries -0.87; number 27, H, carries 0.26; number 28, H, carries 0.34; number 29, H, carries 0.31; number 30, H, carries 0.48; number 31, H, carries 0.32; number 32, H, carries 0.34; number 33, H, carries 0.36; number 34, H, carries 0.30; number 35, H, carries 0.43; number 36, H, carries 0.26; number 37, H, carries 0.29; number 38, H, carries 0.43; number 39, H, carries 0.38; number 40, H, carries 0.37; number 41, H, carries 0.24; number 42, C, carries -0.64; number 43, O, carries -0.38; number 44, C, carries 0.00; number 45, C, carries -0.88; number 46, N, carries 0.11; number 47, C, carries -0.32; number 48, C, carries -0.78; number 49, O, carries -0.36; number 50, C, carries -0.73; number 51, H, carries 0.30; number 52, H, carries 0.29; number 53, H, carries 0.20; number 54, H, carries 0.35; number 55, H, carries 0.02; number 56, H, carries 0.18; number 57, H, carries 0.49; number 58, H, carries -0.10; number 59, H, carries 0.47; number 60, H, carries 0.27; number 61, H, carries 0.34; number 62, H, carries 0.36; number 63, H, carries 0.16; number 64, H, carries 0.31; number 65, H, carries 0.39; number 66, C, carries -0.74; number 67, O, carries -0.54; number 68, H, carries 0.22; number 69, H, carries 0.46; number 70, H, carries 0.22; number 71, H, carries 0.31; number 72, C, carries -0.24; number 73, O, carries -0.60; number 74, H, carries 0.24; number 75, H, carries 0.11; number 76, H, carries 0.18; number 77, H, carries 0.31

# C7H10

The molecule C7H10 in a non-equilibrium geometry (ωB97M-V with the def2-TZVPD basis set, OMol25).

Properties
* DFT total energy: -7419.130 eV
* structure (SMILES): C=CC(=C)/C=C/C
* largest force on an atom: 1.14 eV/A
* energy relative to the best compared isomer or geometry (same formula, charge and spin): 43.9 kcal/mol
* lowest unoccupied orbital energy: 0.6 eV
* frontier orbital gap: 9.0 eV

Geometry (Å):
C1 0.066 -3.143 0.598
C2 -0.424 -1.970 0.219
C3 0.173 -0.650 0.454
C4 0.933 -0.390 1.520
C5 -0.255 0.408 -0.513
C6 0.070 1.690 -0.421
C7 -0.482 2.752 -1.308
H1 -0.521 -4.052 0.585
H2 1.065 -3.244 1.008
H3 -1.359 -1.989 -0.337
H4 1.192 -1.242 2.141
H5 1.422 0.544 1.742
H6 -0.776 0.050 -1.396
H7 0.785 2.030 0.319
H8 -1.453 2.499 -1.720
H9 -0.648 3.706 -0.799
H10 0.213 3.001 -2.093

What are the natural (NBO) partial charges on each atom? They are as follows, in elementary charge units: number 1, C, carries -0.36; number 2, C, carries -0.21; number 3, C, carries -0.08; number 4, C, carries -0.36; number 5, C, carries -0.23; number 6, C, carries -0.13; number 7, C, carries -0.65; number 8, H, carries 0.20; number 9, H, carries 0.19; number 10, H, carries 0.20; number 11, H, carries 0.20; number 12, H, carries 0.20; number 13, H, carries 0.20; number 14, H, carries 0.19; number 15, H, carries 0.22; number 16, H, carries 0.22; number 17, H, carries 0.22

# C33H27N9O2PrS2

A structure of composition C33H27N9O2PrS2 in a non-equilibrium geometry (ωB97M-V with the def2-TZVPD basis set, OMol25).

Properties
* DFT total energy: -87903.281 eV
* largest force on an atom: 1.46 eV/A
* multiplicity: 3
* total charge: +1
* energy relative to the best compared isomer or geometry (same formula, charge and spin): 0.0 kcal/mol
* lowest unoccupied orbital energy (alpha / beta): -2.9 / -2.9 eV
* frontier orbital gap (alpha / beta): 7.5 / 7.5 eV
* <S²>: 2.002

Geometry (Å):
Pr1 -0.411 -0.761 -0.411
N1 -3.031 2.128 2.637
C1 -2.586 1.758 1.431
N2 -1.351 1.491 1.146
C2 -0.401 1.589 2.158
N3 0.853 1.412 1.926
N4 1.163 0.920 0.679
C3 2.131 1.433 0.043
C4 2.594 0.783 -1.200
C5 3.769 1.184 -1.803
C6 4.233 0.473 -2.900
C7 3.506 -0.613 -3.347
C8 2.319 -0.926 -2.701
N5 1.855 -0.237 -1.663
C9 -0.826 1.916 3.522
C10 0.055 1.940 4.604
C11 -0.408 2.238 5.867
C12 -1.763 2.514 6.066
C13 -2.648 2.490 5.009
C14 -2.171 2.187 3.738
H1 -4.016 2.289 2.769
H2 -3.336 1.668 0.654
H3 2.654 2.316 0.408
H4 4.319 2.026 -1.403
H5 5.158 0.755 -3.386
H6 3.843 -1.217 -4.177
H7 1.733 -1.775 -3.028
H8 1.098 1.719 4.424
H9 0.275 2.257 6.705
H10 -2.127 2.747 7.059
H11 -3.701 2.699 5.161
N6 -1.232 -2.514 -2.276
C15 -0.812 -3.719 -1.507
C16 0.650 -3.482 -1.126
O1 1.536 -4.035 -1.741
O2 0.797 -2.569 -0.193
H12 -2.224 -2.549 -2.482
H13 -0.749 -2.526 -3.170
H14 -0.905 -4.643 -2.071
H15 -1.423 -3.777 -0.606
S1 -2.637 -2.962 3.383
C17 -0.951 -3.079 3.775
C18 -0.334 -3.812 4.787
C19 1.043 -3.740 4.885
C20 1.788 -2.956 3.995
C21 1.173 -2.232 2.996
C22 -0.215 -2.297 2.888
N7 -0.986 -1.622 1.943
C23 -2.259 -1.867 2.088
C24 -3.310 -1.330 1.194
C25 -4.640 -1.331 1.626
C26 -5.636 -0.843 0.797
C27 -5.292 -0.378 -0.469
C28 -3.962 -0.391 -0.877
C29 -2.913 -0.842 -0.067
H16 -0.914 -4.418 5.471
H17 1.552 -4.300 5.659
H18 2.866 -2.925 4.089
H19 1.745 -1.638 2.296
H20 -4.902 -1.703 2.613
H21 -6.668 -0.839 1.125
H22 -6.065 -0.014 -1.137
H23 -3.734 -0.018 -1.874
S2 -1.011 0.658 -3.295
C30 -1.635 2.204 -3.419
N8 -2.131 2.612 -4.634
C31 -2.591 3.855 -4.879
C32 -2.601 4.764 -3.876
C33 -2.138 4.305 -2.629
N9 -1.677 3.097 -2.397
H24 -2.110 1.917 -5.369
H25 -2.936 4.059 -5.883
H26 -2.953 5.772 -4.027
H27 -2.144 4.978 -1.776

What are the Mulliken partial charges on each atom? They are as follows, in elementary charge units: number 1, Pr, carries 0.53; number 2, N, carries 0.12; number 3, C, carries -0.79; number 4, N, carries -0.30; number 5, C, carries 0.35; number 6, N, carries -1.37; number 7, N, carries 0.92; number 8, C, carries -0.74; number 9, C, carries 0.93; number 10, C, carries -1.00; number 11, C, carries -0.38; number 12, C, carries -1.00; number 13, C, carries -0.05; number 14, N, carries 0.40; number 15, C, carries 0.97; number 16, C, carries -0.30; number 17, C, carries -0.91; number 18, C, carries -0.42; number 19, C, carries -0.95; number 20, C, carries 0.06; number 21, H, carries 0.28; number 22, H, carries 0.67; number 23, H, carries 0.38; number 24, H, carries 0.48; number 25, H, carries 0.44; number 26, H, carries 0.46; number 27, H, carries 0.26; number 28, H, carries 0.50; number 29, H, carries 0.43; number 30, H, carries 0.42; number 31, H, carries 0.41; number 32, N, carries -0.44; number 33, C, carries -0.41; number 34, C, carries 0.41; number 35, O, carries -0.62; number 36, O, carries -0.40; number 37, H, carries 0.26; number 38, H, carries 0.28; number 39, H, carries 0.50; number 40, H, carries 0.20; number 41, S, carries -0.39; number 42, C, carries 0.89; number 43, C, carries -0.71; number 44, C, carries -0.57; number 45, C, carries -0.82; number 46, C, carries -0.37; number 47, C, carries -0.55; number 48, N, carries 0.87; number 49, C, carries 0.14; number 50, C, carries 1.37; number 51, C, carries -1.00; number 52, C, carries -0.79; number 53, C, carries -0.78; number 54, C, carries -0.28; number 55, C, carries 0.01; number 56, H, carries 0.43; number 57, H, carries 0.41; number 58, H, carries 0.43; number 59, H, carries 0.31; number 60, H, carries 0.43; number 61, H, carries 0.43; number 62, H, carries 0.43; number 63, H, carries 0.32; number 64, S, carries -0.53; number 65, C, carries 0.27; number 66, N, carries 0.00; number 67, C, carries -0.01; number 68, C, carries -0.85; number 69, C, carries 0.17; number 70, N, carries -0.29; number 71, H, carries 0.24; number 72, H, carries 0.42; number 73, H, carries 0.39; number 74, H, carries 0.42